ORCA calculation (wB97M-V/def2-TZVPD) on 9 unconnected molecules or ions with the total composition C23H34F9I2N8PS.

For the largest force on an atom, the calculation gives 1.268 eV/Å. Its highest occupied orbital energy is -0.2799 Eh. As for the HOMO-LUMO gap: 7.33 eV. Its spin multiplicity is 1.

Element x y z (Å)
C -2.42 -1.82 5.64
C -2.05 -0.38 5.30
I -0.22 0.09 6.33
C -1.99 -0.21 3.76
I -2.93 1.68 3.27
P -0.31 -0.40 3.00
C -0.66 -1.24 1.39
C 0.56 -1.20 0.45
C 1.37 -2.47 0.58
F 1.80 -2.73 1.85
F 0.54 -3.54 0.23
C 2.56 -2.68 -0.40
F 3.12 -3.88 -0.17
F 2.06 -2.69 -1.66
S 3.94 -1.38 -0.39
F 3.46 -0.76 0.99
F 3.02 -0.37 -1.21
F 4.50 -1.99 -1.75
F 4.92 -2.34 0.42
F 5.10 -0.29 -0.44
H -2.54 -1.96 6.71
H -3.33 -2.12 5.10
H -1.61 -2.49 5.31
H -2.82 0.28 5.70
H -2.65 -0.96 3.32
H 0.01 0.92 2.63
H -1.51 -0.76 0.89
H -0.98 -2.25 1.63
H 1.16 -0.31 0.68
H 0.23 -1.13 -0.59
C -2.11 -3.20 -2.03
C -3.01 -2.59 -1.06
N -3.70 -2.09 -0.27
H -2.65 -3.95 -2.60
H -1.73 -2.44 -2.71
H -1.29 -3.67 -1.50
C -5.77 0.82 -1.78
C -5.72 1.59 -0.54
N -5.67 2.19 0.43
H -5.10 -0.03 -1.72
H -6.79 0.46 -1.94
H -5.49 1.46 -2.61
C 3.28 3.38 -1.06
C 1.85 3.14 -0.86
N 0.73 2.95 -0.70
H 3.43 4.02 -1.93
H 3.70 3.86 -0.18
H 3.79 2.43 -1.22
C 7.48 0.53 -2.49
C 7.81 1.55 -3.48
N 8.07 2.36 -4.25
H 6.51 0.74 -2.05
H 7.44 -0.45 -2.97
H 8.24 0.51 -1.71
C -0.95 -1.81 -6.34
C -1.96 -1.35 -5.39
N -2.75 -0.98 -4.64
H -0.71 -2.86 -6.15
H -1.33 -1.71 -7.35
H -0.05 -1.21 -6.24
C 4.85 -1.41 5.17
C 3.83 -0.81 6.02
N 3.02 -0.34 6.69
H 4.41 -2.21 4.58
H 5.26 -0.66 4.50
H 5.65 -1.82 5.79
C -0.76 5.56 2.80
C -0.23 4.29 3.28
N 0.15 3.26 3.63
H -1.73 5.74 3.25
H -0.08 6.36 3.06
H -0.87 5.52 1.72
C -6.63 1.86 -5.65
C -7.41 2.41 -4.55
N -8.03 2.84 -3.68
H -7.24 1.16 -6.22
H -6.30 2.66 -6.31
H -5.76 1.33 -5.26